A 2-piece molecular cluster, C4H7N3O overall in a non-equilibrium geometry. Source: the OMol25 dataset; level of theory: ωB97M-V/def2-TZVPD.

Values from the calculation:
Frontier orbital gap ... 9.646 eV
Lowest unoccupied orbital energy ... 0.614 eV
Largest force on an atom ... 5.84 eV/A
E_tot ... -395.8803 Ha
Energy relative to the best compared isomer or geometry (same formula, charge and spin) ... 168.2 kcal/mol
Multiplicity ... 1
M ... 113.12 g/mol

Last column: Löwdin charge in e.
Element x y z (Å)
C -2.6266 0.0078 0.2091  -0.005
C -1.2166 0.2555 -0.0631  -0.442
C -0.4504 1.3237 0.0688  0.057
C 0.9385 0.7234 -0.0716  -0.429
H -2.9181 0.9630 0.5794  0.075
H -3.0412 -0.6721 0.8510  0.059
H -2.9774 -0.1800 -0.8975  0.147
H -0.4868 2.3764 0.2563  0.108
H 2.4143 2.0682 0.2023  0.045
H 2.7229 -1.7663 0.0228  0.231
H 1.2797 -1.0304 1.4918  0.157
N 2.0843 1.1632 -0.0111  0.148
N 0.7047 -0.6843 -0.5584  -0.085
N 1.4032 -1.5934 0.3995  -0.072
O -0.7761 -0.9774 -0.2718  0.005